## A
9
Properties=species:S:1:pos:R:3 method="wB97M-V/def2-TZVPD" gap_ev="4.732 / 4.733" total_charge=0
F -2.257 0.053 -2.885
O -0.769 -0.310 -1.224
O -0.468 1.747 -0.430
C -1.341 0.599 -2.071
C -1.470 1.795 -1.421
C -0.680 0.405 0.050
H -1.671 2.767 -1.864
Rb 1.591 -0.984 2.829
H -1.894 0.641 0.212

---

## B
9
Properties=species:S:1:pos:R:3 method="wB97M-V/def2-TZVPD" gap_ev=5.029 total_charge=0
O -0.245 0.861 -0.855
C 2.111 0.313 -0.663
C -0.891 0.167 0.041
O 2.015 -0.847 -0.511
C -0.683 -1.214 -0.031
F -0.677 0.530 1.441
H -0.992 -1.667 -0.974
H -0.757 -1.803 0.882
Rb 0.120 3.659 0.670

---

Result of the stability comparison: A is the least stable of them.

---

## A
18
Properties=species:S:1:pos:R:3 method="wB97M-V/def2-TZVPD" gap_ev="4.955 / 9.678" total_charge=+1
C 1.755 0.781 -1.412
C 0.707 2.151 1.541
C -1.865 -3.185 -0.749
C 0.350 2.093 0.062
N 0.820 0.975 -0.637
O 0.178 -1.200 -0.118
O -1.105 -2.346 1.663
S -0.572 -2.280 0.332
H 1.943 -0.341 -1.544
H 2.413 1.669 -1.697
H 1.602 2.710 1.655
H -0.062 2.629 2.248
H 0.715 1.091 1.798
H -1.488 -3.702 -1.671
H -2.384 -3.704 0.070
H -2.610 -2.370 -1.083
H 0.382 3.083 -0.548
H -0.780 1.946 0.090

---

## B
18
Properties=species:S:1:pos:R:3 method="wB97M-V/def2-TZVPD" gap_ev=10.387 total_charge=+1
C 0.758 0.774 1.110
C 0.056 0.088 0.069
C -1.407 0.438 -0.168
N 0.886 0.243 -1.248
C 0.248 -1.800 0.106
O 0.896 -2.228 -0.827
S -0.593 -2.444 1.391
O 0.056 -3.907 1.571
H 1.623 0.042 1.493
H 1.384 1.564 0.699
H 0.360 1.105 2.026
H -1.812 1.053 0.741
H -1.483 1.068 -1.049
H -1.836 -0.516 -0.351
H 1.554 1.010 -1.111
H 0.268 0.520 -2.029
H 1.258 -0.738 -1.378
H -0.403 -4.581 1.005

---

## C
18
Properties=species:S:1:pos:R:3 method="wB97M-V/def2-TZVPD" gap_ev=9.431 total_charge=+1
C -0.971 -0.519 0.134
C -2.582 1.774 1.643
C 3.526 -1.635 -1.543
C -3.023 0.871 0.534
N -2.023 0.027 0.173
O 0.953 -1.225 -1.675
O 2.131 -0.140 0.278
S 2.195 -0.441 -1.349
H -0.075 -0.952 -0.410
H 2.831 0.203 0.800
H -2.641 1.262 2.551
H -1.583 2.025 1.462
H -3.208 2.604 1.706
H 3.477 -2.272 -2.459
H 4.409 -1.014 -1.626
H 3.751 -2.372 -0.723
H -3.249 1.476 -0.348
H -3.921 0.328 0.851

---

## D
18
Properties=species:S:1:pos:R:3 method="wB97M-V/def2-TZVPD" gap_ev=9.424 total_charge=+1
C -1.030 -0.820 -0.423
C -0.579 1.527 -0.413
C 0.192 -0.939 0.507
C 1.038 0.344 0.385
N -1.627 0.520 -0.236
O 0.878 -2.082 0.100
O 1.325 0.894 1.570
S 2.306 0.348 -0.852
H -0.675 -0.916 -1.453
H -1.745 -1.616 -0.223
H -0.697 2.408 0.196
H -0.325 1.713 -1.446
H -0.128 -1.003 1.557
H -2.414 0.648 -0.889
H -1.998 0.593 0.719
H 1.511 -2.367 0.772
H 2.016 1.570 1.513
H 1.952 -0.823 -1.383

---

Result of the stability comparison: A is the least stable of them.